Record 1
Molecular formula: C12H29N4O2PS
Method: DFT, ωB97M-V/def2-TZVPD

Atoms and positions in Å:
S 2.0349 -5.3590 -3.7018
P -0.0531 3.7250 2.5468
O 2.7366 -5.4457 -4.9571
O 0.7658 -6.0172 -3.5220
N -1.1159 2.5118 3.2120
N -1.7887 -0.5920 -0.6156
N -0.0543 0.9973 -0.5818
N 0.5289 -1.2292 -0.7501
C 2.7197 -3.4653 -1.9524
C 1.8959 -3.6282 -3.2348
C -0.8319 1.9304 -1.4122
C -1.9174 3.0537 4.3305
C -0.0861 3.2415 -1.5626
C 0.3355 3.9067 -0.2483
C 3.8330 -4.5218 -1.9870
C -0.3956 -0.3483 -0.6820
C -3.8390 1.5013 3.7501
C -0.7498 3.9528 0.8477
C -2.8994 2.0051 4.8383
C 3.1551 -5.8294 -2.3863
H 3.8364 -6.5902 -2.7589
H 1.2430 3.4453 0.1317
H -4.3130 2.3266 3.2222
H 2.5510 -6.2313 -1.5736
H -0.5220 1.7720 3.5679
H 0.8274 3.0300 -2.1263
H 4.5828 -4.2500 -2.7329
H 2.0852 -3.6303 -1.0811
H -1.7959 2.0865 -0.9357
H 0.6038 4.9359 -0.4859
H 4.3348 -4.6129 -1.0250
H 0.1229 -2.1583 -0.7768
H -2.3194 1.1699 5.2309
H -2.2478 -0.3046 -1.4703
H -1.9526 -1.5799 -0.4938
H -3.3212 0.8675 3.0365
H -4.6397 0.9019 4.1844
H -1.0005 1.5170 -2.4115
H 2.2967 -3.0377 -4.0559
H -1.5452 3.2303 0.6932
H 3.1159 -2.4563 -1.8725
H -1.2603 3.3511 5.1512
H 0.9355 1.0603 -0.7854
H -2.4525 3.9307 3.9740
H -0.6606 3.9204 -2.1905
H -1.1998 4.9421 0.8747
H 1.0547 2.9084 2.2298
H -3.4785 2.4593 5.6409
H 0.8447 -3.3931 -3.0927

Output
* 2S+1: 1
* largest force on an atom: 0.0143 hartree/bohr
* DFT total energy: -1583.64929 a.u.
* HOMO-LUMO gap: 8.66 eV
* lowest unoccupied orbital energy: 0.49 eV
* molar mass: 324.43 u
* net charge: 0

Charges computed using Löwdin, reported in e: S 0.658; P 0.875; O -0.322; O -0.329; N -0.305; N 0.114; N 0.039; N 0.122; C -0.232; C -0.224; C -0.233; C -0.345; C -0.201; C -0.276; C -0.220; C -0.552; C -0.121; C -0.411; C -0.266; C -0.233; H 0.106; H 0.069; H 0.070; H 0.106; H 0.061; H 0.111; H 0.119; H 0.101; H 0.101; H 0.102; H 0.114; H 0.029; H 0.102; H 0.081; H 0.080; H 0.060; H 0.064; H 0.117; H 0.104; H 0.054; H 0.108; H 0.092; H 0.119; H 0.097; H 0.113; H 0.054; H -0.065; H 0.102; H 0.091

***

Record 2
Molecular formula: C12H29NO4
Method: DFT, ωB97M-V/def2-TZVPD

Atoms and positions in Å:
O 3.0633 1.5574 3.4300
O -1.9530 -0.3316 0.0639
O -3.2605 -0.1635 -1.6812
O 2.0876 -2.5290 -2.1465
N -4.1978 -1.7032 1.4115
C 3.4896 3.4741 1.9460
C 1.1406 0.7063 2.1498
C 2.4649 -1.9937 -3.4003
C -3.7166 -1.8800 0.0314
C 3.6158 -1.0043 -3.3279
C 1.6516 -1.5941 -1.1735
C -2.8850 -0.7164 -0.4825
C 1.6533 1.5594 3.2968
C 3.7969 2.0330 2.3169
C -5.5216 -1.0335 1.3932
C 0.4268 -0.7963 -1.5848
C -4.2284 0.8769 -1.5620
H 3.6588 4.1322 2.7999
H 2.4529 3.6026 1.6307
H 4.4838 -1.4630 -2.8517
H -4.1035 1.4756 -0.6621
H 1.4935 -0.3219 2.2488
H 3.3542 -0.1162 -2.7506
H 4.8479 1.9523 2.5965
H 3.6528 1.3720 1.4543
H -3.1221 -2.7890 0.0014
H -4.5614 -2.0223 -0.6328
H -6.2628 -1.6765 0.9357
H -0.3967 -1.4651 -1.8371
H -5.2335 0.4492 -1.5279
H 4.1291 3.7966 1.1232
H 1.2808 2.5869 3.2130
H 3.8974 -0.6785 -4.3302
H 2.7656 -2.8472 -4.0095
H 1.2645 1.1666 4.2370
H 1.4832 1.0773 1.1823
H 1.4117 -2.1777 -0.2837
H 0.0499 0.7028 2.1383
H 1.5981 -1.5456 -3.8997
H 0.6219 -0.1714 -2.4591
H -3.5800 -1.0506 1.8845
H 0.1121 -0.1457 -0.7759
H -4.1645 1.4791 -2.4576
H 2.4756 -0.9268 -0.8941
H -5.4452 -0.0936 0.8359
H -5.7918 -0.7635 2.4097

Output
* 2S+1: 1
* largest force on an atom: 0.0979 hartree/bohr
* DFT total energy: -830.25192 a.u.
* HOMO-LUMO gap: 10.08 eV
* lowest unoccupied orbital energy: 0.69 eV
* molar mass: 251.37 u
* net charge: 0

Charges computed using Löwdin, reported in e: O -0.158; O 0.166; O -0.062; O -0.158; N -0.097; C -0.081; C -0.079; C -0.286; C -0.128; C -0.082; C -0.273; C -0.521; C -0.280; C -0.283; C -0.116; C -0.074; C -0.066; H 0.081; H 0.065; H 0.081; H 0.095; H 0.085; H 0.064; H 0.118; H 0.103; H 0.125; H 0.116; H 0.078; H 0.081; H 0.084; H 0.076; H 0.107; H 0.075; H 0.117; H 0.118; H 0.061; H 0.119; H 0.073; H 0.106; H 0.075; H 0.095; H 0.050; H 0.090; H 0.103; H 0.059; H 0.077

***

Record 3
Molecular formula: C12H29NO8P2RuSe2Te
Method: DFT, ωB97M-V/def2-TZVPD

Atoms and positions in Å:
Te 0.8827 1.7828 2.6509
Ru 1.2126 -0.8662 -0.4729
Se -0.4475 -2.6860 -0.8835
Se 1.2350 -1.3577 1.9661
P 1.1083 -0.4912 -2.7131
P -0.0327 1.8331 0.4520
O -3.5124 -1.5347 2.7922
O 3.1059 0.2614 -0.2843
O 5.0012 -0.7634 -0.6098
O -1.3250 2.7890 0.4293
O 0.8951 2.6002 -0.5921
O -0.1749 -4.0851 3.5263
O 3.1054 -1.8319 -0.7189
O -0.4129 0.5059 -0.1360
N 3.7933 -0.7750 -0.5351
C -2.4893 2.3687 1.1588
C 1.3269 -1.9518 -3.7841
C -1.8459 -2.5193 0.4867
C -0.6885 -3.9709 2.1993
C -1.4494 -2.6652 1.9605
C -0.4452 0.2409 -3.3145
C -0.6583 -1.4464 2.4506
C 2.8789 3.8010 -1.1557
C -3.1499 3.5885 1.7543
C 1.6530 3.7746 -0.2738
C -2.7304 -2.7270 2.8099
C 2.3643 0.6437 -3.4009
H -1.1057 -0.5419 2.0452
H 2.2411 0.7694 -4.4791
H 1.9361 3.7406 0.7805
H -2.5647 -3.3044 0.2360
H -3.4044 4.3065 0.9738
H -2.4580 -2.9900 3.8381
H 3.4761 4.6848 -0.9214
H -2.9720 -0.8263 3.1572
H -1.2631 -0.4115 -3.0082
H 0.5398 -2.6741 -3.5682
H -0.6812 -1.3926 3.5413
H 2.6021 3.8457 -2.2098
H -2.4757 4.0680 2.4642
H 2.2662 1.6080 -2.9033
H -0.4396 0.3587 -4.4005
H -4.0644 3.3018 2.2764
H 0.6329 -3.5575 3.5572
H -0.5823 1.2106 -2.8356
H -1.3664 -4.8176 2.0559
H 1.2980 -1.6773 -4.8409
H 0.1102 -4.0581 1.4601
H 3.3637 0.2571 -3.1954
H -2.3497 -1.5625 0.3554
H -3.3822 -3.5105 2.4172
H -3.1454 1.8409 0.4648
H 2.2884 -2.4109 -3.5497
H -2.1965 1.6695 1.9473
H 1.0145 4.6466 -0.4367
H 3.4822 2.9091 -0.9840

Output
* 2S+1: 2
* largest force on an atom: 0.0042 hartree/bohr
* DFT total energy: -6979.91678 a.u.
* HOMO-LUMO gap (alpha / beta): 6.26 / 5.36 eV
* lowest unoccupied orbital energy (alpha / beta): 2.39 / 1.55 eV
* molar mass: 763.90 u
* net charge: -1

Charges computed using Löwdin, reported in e: Te 0.533; Ru 0.427; Se 0.574; Se 0.634; P 0.661; P 0.124; O -0.062; O -0.160; O 0.048; O -0.282; O -0.288; O -0.085; O -0.170; O -0.501; N -0.568; C -0.312; C -0.281; C -0.530; C -0.259; C -0.576; C -0.260; C -0.543; C -0.077; C -0.077; C -0.305; C -0.219; C -0.245; H 0.004; H 0.041; H 0.042; H 0.054; H 0.074; H 0.123; H 0.075; H 0.070; H 0.026; H -0.005; H 0.066; H 0.070; H 0.075; H 0.013; H 0.040; H 0.075; H 0.040; H 0.033; H 0.129; H 0.038; H 0.069; H 0.042; H 0.056; H 0.125; H 0.122; H 0.042; H 0.069; H 0.117; H 0.073